1.
Entry from the Open Molecules 2025 dataset: one molecule with the formula C21H22N4O3S (ωB97M-V/def2-TZVPD).

Summary:
Structure (SMILES): Cc1c(NC(=O)[C@@H]2CCCN2C(=O)c2cccs2)c(=O)n(-c2ccccc2)n1C
Calculated total energy: -1656.39731 Ha
Frontier orbital gap: 0.309 hartree
Relative energy (zero: lowest compared OMol25 entry of this formula, charge and spin): 45.30 kcal/mol

```
51
Properties=species:S:1:pos:R:3:lowdin_charge:R:1
C -1.841 -3.357 -0.614 0.00
C -1.854 -1.874 -0.550 -0.18
C -0.839 -0.973 -0.659 -0.08
N 0.538 -1.121 -0.828 0.18
C 1.339 -2.054 -0.287 -0.39
O 0.966 -3.007 0.373 0.06
C 2.832 -1.808 -0.606 -0.17
N 3.294 -0.546 -0.032 0.01
C 3.107 0.606 -0.705 -0.47
O 2.465 0.610 -1.760 -0.02
C 3.623 1.879 -0.206 -0.40
C 4.467 2.296 0.791 -0.12
C 4.627 3.693 0.814 -0.18
C 3.906 4.318 -0.158 -0.40
S 3.022 3.221 -1.126 1.12
H 3.850 5.370 -0.356 0.06
H 5.250 4.207 1.524 0.10
H 4.975 1.653 1.484 0.09
C 4.050 -0.764 1.185 -0.14
C 3.893 -2.259 1.464 -0.14
H 4.750 -2.669 1.994 0.11
C 3.710 -2.854 0.071 -0.12
H 3.213 -3.821 0.099 0.12
H 4.665 -2.945 -0.446 0.12
H 2.993 -2.442 2.051 0.11
H 3.660 -0.147 1.998 0.13
H 5.105 -0.516 1.016 0.13
H 2.947 -1.770 -1.695 0.16
H 0.985 -0.325 -1.294 0.12
C -1.400 0.368 -0.587 -0.37
O -0.842 1.448 -0.605 0.07
N -2.768 0.164 -0.457 0.05
C -3.691 1.131 -0.042 -0.19
C -3.647 2.399 -0.613 0.00
C -4.551 3.363 -0.208 -0.08
C -5.510 3.070 0.748 -0.10
C -5.547 1.810 1.321 -0.09
C -4.637 0.842 0.939 -0.03
H -4.643 -0.129 1.411 0.11
H -6.281 1.581 2.080 0.10
H -6.221 3.823 1.052 0.10
H -4.512 4.347 -0.649 0.10
H -2.893 2.621 -1.350 0.11
N -3.046 -1.199 -0.349 -0.08
C -4.264 -1.672 -0.972 -0.02
H -4.545 -2.624 -0.527 0.09
H -4.144 -1.802 -2.053 0.10
H -5.059 -0.951 -0.792 0.08
H -0.866 -3.718 -0.295 0.06
H -2.606 -3.775 0.037 0.08
H -2.025 -3.699 -1.632 0.09
```

***

2.
Entry from the Open Molecules 2025 dataset: one molecule with the formula C18H16N2O3 (ωB97M-V/def2-TZVPD).

Summary:
Structure (SMILES): O=C(CCN1C(=O)c2ccccc2C1=O)NCc1ccccc1
Calculated total energy: -1030.82708 Ha
Frontier orbital gap: 0.305 hartree
Relative energy (zero: lowest compared OMol25 entry of this formula, charge and spin): 0.00 kcal/mol

```
39
Properties=species:S:1:pos:R:3:lowdin_charge:R:1
O -2.514 -3.050 0.674 0.06
C -1.673 -2.186 0.808 -0.52
N -1.925 -0.954 1.286 0.08
H -1.183 -0.263 1.303 0.10
C -3.272 -0.470 1.514 -0.12
C -3.671 0.493 0.426 -0.21
C -3.849 1.844 0.685 -0.05
C -4.176 2.717 -0.339 -0.09
C -4.319 2.247 -1.633 -0.10
C -4.137 0.900 -1.901 -0.08
C -3.815 0.028 -0.877 -0.04
H -3.677 -1.025 -1.079 0.11
H -4.248 0.529 -2.909 0.10
H -4.572 2.928 -2.432 0.10
H -4.317 3.767 -0.127 0.10
H -3.735 2.215 1.693 0.11
H -3.925 -1.347 1.509 0.13
H -3.320 0.014 2.494 0.12
C -0.202 -2.400 0.454 -0.05
H -0.055 -3.455 0.224 0.12
H 0.403 -2.151 1.328 0.13
C 0.215 -1.518 -0.737 -0.09
N 1.406 -0.746 -0.455 0.04
C 2.652 -1.022 -1.015 -0.35
O 2.871 -1.910 -1.796 0.14
C 3.570 -0.004 -0.450 -0.07
C 4.918 0.204 -0.651 0.01
C 5.516 1.261 0.030 -0.06
C 4.783 2.075 0.878 -0.06
C 3.422 1.866 1.080 0.01
C 2.830 0.818 0.406 -0.07
C 1.430 0.336 0.405 -0.34
O 0.473 0.759 1.012 0.12
H 2.845 2.497 1.739 0.12
H 5.276 2.887 1.391 0.11
H 6.571 1.448 -0.106 0.11
H 5.482 -0.434 -1.312 0.12
H 0.443 -2.129 -1.612 0.13
H -0.587 -0.818 -0.992 0.13
```

***

3.
Entry from the Open Molecules 2025 dataset: one molecule with the formula C20H18F3N7O2 in a non-equilibrium geometry (ωB97M-V/def2-TZVPD).

Summary:
Structure (SMILES): CCn1c(=O)n(CC2CC2)c(=O)c2[nH]c(-c3cnn(-c4ccc(C(F)(F)F)nc4)c3)nc21
Calculated total energy: -1606.33313 Ha
Frontier orbital gap: 0.292 hartree
Relative energy (zero: lowest compared OMol25 entry of this formula, charge and spin): 0.00 kcal/mol

```
50
Properties=species:S:1:pos:R:3:lowdin_charge:R:1
O -3.137 2.035 0.794 0.06
O -3.514 1.583 -3.719 0.08
F 7.136 -2.745 6.220 0.12
F 7.280 -4.777 5.279 0.14
F 5.725 -4.386 6.725 0.13
N 3.052 -2.691 0.379 0.11
N -0.243 -0.720 -1.434 0.21
N 5.345 -4.074 3.480 0.13
C -2.830 1.571 -0.306 -0.36
C -3.009 1.302 -2.658 -0.39
C 2.118 -2.163 -0.391 -0.06
C 0.085 -0.623 -0.161 -0.26
C 1.255 -1.316 0.377 -0.14
C -1.715 0.663 -0.385 -0.09
C 1.725 -1.341 1.661 0.02
C -1.310 0.135 -1.573 -0.23
C 4.502 -3.654 2.559 -0.05
C 5.468 -3.414 4.649 -0.17
C 4.633 -2.321 4.891 -0.01
C 3.695 -1.858 3.967 0.01
C 3.656 -2.513 2.732 -0.14
N -0.809 0.163 0.514 0.19
N 2.845 -2.160 1.625 -0.09
N -1.946 0.424 -2.725 0.05
N -3.481 1.895 -1.471 0.09
C 6.437 -3.820 5.722 -0.54
C -1.862 -1.214 -4.528 -0.07
C -1.286 0.104 -3.997 -0.17
C -4.560 2.860 -1.521 -0.10
C -4.784 5.476 -1.884 -0.11
C -3.423 5.064 -2.445 -0.12
C -4.045 4.252 -1.307 -0.27
H 1.910 -2.394 -1.426 0.12
H 1.336 -0.797 2.527 0.13
H 4.509 -4.275 1.652 0.12
H 4.788 -1.713 5.799 0.13
H 3.068 -0.991 4.242 0.12
H -0.772 0.351 1.495 0.16
H -2.911 -1.103 -4.779 0.07
H -1.226 -1.532 -5.384 0.08
H -1.815 -1.991 -3.745 0.08
H -0.207 0.009 -3.886 0.11
H -1.408 0.905 -4.693 0.11
H -5.104 2.763 -2.427 0.12
H -5.220 2.659 -0.672 0.14
H -4.808 6.407 -1.266 0.10
H -5.675 5.366 -2.533 0.10
H -2.564 5.681 -2.249 0.08
H -3.312 4.519 -3.414 0.11
H -3.592 4.403 -0.309 0.14
```

***

4.
Entry from the Open Molecules 2025 dataset: one molecule with the formula C5H10OS2 in a non-equilibrium geometry (ωB97M-V/def2-TZVPD).

Summary:
Structure (SMILES): CS[C@H]1CCSCO1
Calculated total energy: -1068.09415 Ha
Frontier orbital gap: 0.344 hartree
Relative energy (zero: lowest compared OMol25 entry of this formula, charge and spin): 13.74 kcal/mol

```
18
Properties=species:S:1:pos:R:3:lowdin_charge:R:1
C -1.831 1.674 -1.031 -0.37
C -0.249 0.384 0.843 -0.63
C -0.455 -1.037 0.149 -0.24
C 0.733 -1.649 -0.659 -0.43
C 2.082 0.031 0.987 -0.54
H -1.913 1.038 -1.907 0.03
H -2.505 1.281 -0.276 0.03
H -2.092 2.692 -1.264 0.02
H -1.172 0.532 1.440 0.12
H -1.340 -0.904 -0.487 0.09
H -0.631 -1.751 1.010 0.13
H 0.418 -2.640 -1.001 0.08
H 0.955 -0.951 -1.453 0.06
H 2.149 0.721 0.138 0.06
H 2.879 0.231 1.691 0.09
O 0.867 0.247 1.710 -0.21
S -0.120 1.758 -0.345 0.86
S 2.222 -1.656 0.455 0.87
```

***

5.
Entry from the Open Molecules 2025 dataset: a 3-piece molecular cluster, C10H12O2 overall in a non-equilibrium geometry (ωB97M-V/def2-TZVPD).

Summary:
Calculated total energy: -538.34288 Ha
Frontier orbital gap: 0.213 hartree
Relative energy (zero: lowest compared OMol25 entry of this formula, charge and spin): 236.50 kcal/mol

```
24
Properties=species:S:1:pos:R:3:lowdin_charge:R:1
C -3.078 -1.733 -0.493 -0.07
C -1.238 -0.302 -0.376 -0.31
C 0.066 -0.461 -0.708 0.02
C 0.888 0.693 -0.666 -0.22
C 2.398 0.589 -0.795 -0.11
C 3.179 -0.344 -0.107 -0.21
C 2.819 -1.284 0.975 -0.16
C 0.421 2.013 -0.346 -0.04
C -0.944 2.205 -0.065 -0.06
C -1.641 1.088 0.024 -0.23
H -3.333 -2.746 -0.340 0.03
H -3.920 -1.007 -0.014 0.11
H -3.327 -1.649 -1.927 0.19
H 0.396 -1.536 -1.115 0.19
H 3.130 1.632 -0.909 0.16
H 4.407 -0.067 -0.101 0.14
H 3.572 -1.678 1.641 0.04
H 2.166 -0.625 1.738 0.13
H 2.359 -2.304 0.654 0.10
H 1.119 2.918 -0.165 0.14
H -1.362 3.141 0.236 0.11
H -3.367 1.849 2.204 0.33
O -1.742 -1.429 -0.017 -0.08
O -2.968 1.034 0.672 -0.19
```

***

Question: Which of these has the lowest calculated total energy?
Answer: C21H22N4O3S